Computed, not measured: a molecular structure, C4H16O4 at a distorted geometry, with ωB97M-V/def2-TZVPD.

```
24
Properties=species:S:1:pos:R:3:forces:R:3
O 0.376 -0.349 1.616 -0.89 -1.20 6.07
O -1.021 0.863 -1.113 -4.51 1.48 -1.43
O -1.637 -2.715 0.292 0.42 0.78 -0.05
O 0.809 0.258 -0.302 6.68 3.33 -5.55
C -0.892 -1.623 -0.354 -2.37 -1.07 0.19
C 0.942 1.704 -0.294 2.86 3.05 1.98
C 0.422 2.346 1.063 0.00 0.11 -0.44
C 0.446 -2.207 -0.768 -0.13 0.58 0.33
H -1.805 1.197 -0.678 -0.71 0.14 -0.38
H 1.520 -0.061 -0.862 0.05 -0.09 0.09
H -0.364 0.811 -0.419 -3.10 -0.58 -1.14
H 1.074 -1.418 -1.183 -0.21 -1.49 -1.06
H -0.914 -0.717 0.253 0.02 -2.07 0.41
H 0.994 -2.517 0.122 -0.26 -0.21 0.15
H 0.836 3.319 1.328 0.74 -0.06 -0.62
H -0.280 0.182 2.069 -0.23 -0.52 0.76
H 0.283 -3.070 -1.412 0.30 0.22 -0.20
H 0.450 0.049 0.749 0.23 -1.29 2.31
H -1.590 -1.223 -1.091 0.65 -0.78 -1.12
H 0.583 1.718 1.940 0.02 0.25 -0.31
H -0.624 2.630 0.948 -0.28 -0.54 0.11
H 2.019 1.850 -0.377 -0.09 0.52 -0.06
H -1.966 -3.210 -0.462 -0.18 -0.26 0.19
H 0.342 2.185 -1.066 1.02 -0.29 -0.21
```
Positions in Å, forces in eV/Å.

**HOMO energy**: -0.3490 hartree
**M**: 128.17 g/mol
**Total charge**: 0
**E_tot**: -462.68379 a.u.